--- P ---
Computed, not measured: the molecule C5H7NS2, with wB97M-V/def2-TZVPD.

Structure (XYZ):
```
15
Properties=species:S:1:pos:R:3:mulliken_charge:R:1
C 0.24307 1.80221 2.23495 -1.45
C 0.06833 0.52624 1.37992 1.11
C -1.40562 0.22207 1.07142 -0.73
S -1.46031 -0.57046 -0.59730 -0.13
C 0.25970 -0.26214 -0.88518 0.21
S 0.96085 -0.52527 -2.29436 -0.28
N 0.90354 0.29980 0.21612 -0.40
C 1.08993 -0.56099 1.39161 -0.66
H -0.05166 2.69917 1.72049 0.34
H -0.32754 1.62371 3.16058 0.36
H 1.32469 1.88649 2.59801 0.34
H -1.93669 1.19337 1.04972 0.41
H -1.78974 -0.43356 1.89540 0.37
H 0.84606 -1.58829 1.32257 0.30
H 2.06904 -0.31208 1.85049 0.23
```

Results
Structure (SMILES): C[C@@]12CSC(=S)N1C2
HOMO: -8.63 eV
LUMO level: 0.192 eV


--- Q ---
Computed, not measured: the molecule C5H7NS2, with wB97M-V/def2-TZVPD.

Structure (XYZ):
```
15
Properties=species:S:1:pos:R:3:mulliken_charge:R:1
C -0.09055 0.49262 1.66811 -1.34
C -0.40364 -0.43681 0.49898 0.12
C -1.52984 -0.04757 -0.50498 -0.50
C -0.43509 0.14826 -1.51409 0.09
S -0.31695 0.77420 -3.02281 -0.32
N 0.53689 -0.20489 -0.59326 0.14
C 1.86396 -0.47558 -0.78142 -0.07
S 2.91726 -1.16367 0.25430 -0.27
H 0.01510 1.51864 1.31322 0.39
H 0.89378 0.24617 2.07700 0.30
H -0.86344 0.51469 2.46200 0.34
H -0.38866 -1.49680 0.85894 0.30
H -2.35892 -0.67903 -0.77770 0.31
H -1.99882 0.88751 -0.18035 0.25
H 2.15890 -0.07773 -1.75793 0.25
```

Results
Structure (SMILES): C[C@H]1CC(=S)N1C=S
HOMO: -8.81 eV
LUMO level: -0.853 eV


Q has the most favorable energy; the next structure is 39.2 kJ/mol above.


--- P ---
Computed, not measured: a structure of composition C5H12N2, with wB97M-V/def2-TZVPD.

Structure (XYZ):
```
19
Properties=species:S:1:pos:R:3:mulliken_charge:R:1
C 0.06453 -0.45810 -0.56381 -0.28
C 1.33155 -1.22753 -0.28734 -1.07
C 2.01344 0.07328 0.93877 -0.25
C 2.50787 1.06876 0.26922 -0.72
N -1.07443 -0.89592 0.27189 -0.36
C -2.33271 -0.28941 -0.06375 -0.47
N -2.34790 1.15794 -0.04988 -0.49
H 0.17235 0.61027 -0.38228 0.25
H -0.34178 -0.51158 -1.58781 0.39
H 2.30947 -1.26597 -0.74321 0.45
H 1.25932 -1.94289 0.52791 0.33
H 2.00699 -0.61806 1.75662 0.42
H 2.95161 1.99522 0.65165 0.26
H 2.69781 1.13921 -0.80447 0.27
H -0.77932 -0.76331 1.23423 0.24
H -2.51537 -0.64609 -1.09332 0.35
H -3.11050 -0.74073 0.54821 0.38
H -1.60199 1.64914 -0.50779 0.13
H -3.21094 1.66578 -0.11485 0.18
```

Results
HOMO: -8.73 eV
LUMO level: 1.167 eV


--- Q ---
Computed, not measured: the molecule C5H12N2, with wB97M-V/def2-TZVPD.

Structure (XYZ):
```
19
Properties=species:S:1:pos:R:3:mulliken_charge:R:1
H 2.09307 2.99653 1.54988 0.25
N 1.33526 2.87491 0.86751 -0.69
C 0.64442 1.89598 1.32982 -0.07
N -0.11549 1.06912 0.49441 -0.18
C -0.57642 -0.18274 1.13512 -0.68
C -1.17977 -1.10807 0.04974 -0.77
C -0.10331 -1.69474 -0.89908 -0.22
C 0.49235 -0.67985 -1.82045 -1.12
H 0.08492 1.99060 2.26271 0.35
H -0.34365 1.64335 -0.31540 0.27
H -1.24853 0.16445 1.94301 0.37
H 0.30979 -0.57958 1.64444 0.38
H -1.45653 -1.97469 0.64442 0.31
H -1.97536 -0.51847 -0.37507 0.36
H 0.71719 -2.30658 -0.35563 0.27
H -0.64343 -2.41993 -1.51727 0.28
H 0.83724 -1.21493 -2.71474 0.33
H -0.26170 0.09595 -2.19237 0.24
H 1.38997 -0.05129 -1.73105 0.34
```

Results
Structure (SMILES): [H]/N=C/NCCCC
HOMO: -8.47 eV
LUMO level: 1.061 eV


--- R ---
Computed, not measured: the molecule C5H12N2, with wB97M-V/def2-TZVPD.

Structure (XYZ):
```
19
Properties=species:S:1:pos:R:3:mulliken_charge:R:1
C -1.08426 0.15179 2.28950 -1.24
C -0.43058 -1.11409 1.76190 -0.24
C 1.01601 -0.74554 1.22192 -0.79
C 0.99152 -0.81628 -0.30967 -0.54
N 0.58573 0.51005 -0.80965 -0.62
C -0.33725 0.61033 -1.68839 0.03
N -0.50022 1.49015 -2.70250 -0.42
H -0.54532 0.61536 3.13168 0.31
H -2.12582 0.21442 2.65517 0.34
H -0.99366 0.91711 1.48055 0.25
H -1.00911 -1.60194 0.95355 0.27
H -0.39909 -1.80956 2.60353 0.33
H 1.22985 0.29251 1.52225 0.42
H 1.68324 -1.48302 1.67025 0.34
H 1.97074 -1.14803 -0.67189 0.32
H 0.38927 -1.64899 -0.64428 0.38
H -0.99564 -0.24810 -1.61496 0.35
H 0.10506 2.28591 -2.85804 0.25
H -0.81414 1.10520 -3.59554 0.24
```

Results
Structure (SMILES): CCCC/N=C/N
HOMO: -8.52 eV
LUMO level: 1.039 eV


--- S ---
Computed, not measured: a structure of composition C5H12N2, with wB97M-V/def2-TZVPD.

Structure (XYZ):
```
19
Properties=species:S:1:pos:R:3:mulliken_charge:R:1
C 0.46525 0.09374 -1.38233 -0.12
C -1.16836 0.17977 -0.14443 0.22
C 0.34818 0.79080 -0.01546 0.38
C -1.89457 -0.36282 1.06611 -1.45
C 1.12428 0.35667 1.21963 -1.66
N -0.53898 -0.88106 -0.97530 -0.57
N 1.80492 -0.51538 -1.47242 -0.73
H -1.10575 -1.23024 -1.74462 0.24
H 0.20032 0.71231 -2.24610 0.39
H -1.82940 0.83955 -0.72452 0.33
H 0.37585 1.88450 -0.09467 0.31
H 1.94570 -1.26971 -0.80554 0.28
H 2.58668 0.13323 -1.45253 0.24
H -1.27470 -1.03915 1.66265 0.31
H -2.21604 0.45948 1.71366 0.32
H -2.79235 -0.91684 0.76815 0.38
H 1.12275 -0.73044 1.34457 0.39
H 0.68405 0.79686 2.12020 0.35
H 2.16218 0.69873 1.16296 0.38
```

Results
HOMO: -8.50 eV
LUMO level: 1.071 eV


S has the most favorable energy; the next structure is 20.7 kJ/mol above.


--- P ---
Computed, not measured: the molecule C5H12N2, with wB97M-V/def2-TZVPD.

Structure (XYZ):
```
19
Properties=species:S:1:pos:R:3:mulliken_charge:R:1
C -1.65663 -1.44812 0.03046 -1.33
C -1.02295 -0.26493 -0.71583 0.28
N -1.92357 0.43406 -1.61524 -0.64
C -0.36151 0.75460 0.26604 -0.98
C 0.93850 0.28230 0.82276 -0.34
C 2.10378 0.69598 0.34864 -0.07
N 3.39625 0.32066 0.76380 -0.56
H -0.90813 -1.96621 0.61917 0.36
H -2.47390 -1.11048 0.67278 0.30
H -2.07241 -2.12932 -0.71709 0.36
H -0.17476 -0.63201 -1.28753 0.36
H -2.80027 0.69586 -1.17870 0.22
H -2.15970 -0.11225 -2.43249 0.26
H -1.08028 1.03244 1.04219 0.38
H -0.21355 1.64140 -0.34537 0.33
H 0.94532 -0.38601 1.67706 0.26
H 2.13449 1.33124 -0.53550 0.32
H 3.37863 -0.27385 1.58463 0.24
H 3.95069 1.13462 1.00022 0.25
```

Results
Structure (SMILES): C[C@@H](N)C/C=C/N
HOMO: -8.25 eV
LUMO level: 1.213 eV


--- Q ---
Computed, not measured: the molecule C5H12N2, with wB97M-V/def2-TZVPD.

Structure (XYZ):
```
19
Properties=species:S:1:pos:R:3:mulliken_charge:R:1
C 1.41963 -1.02349 0.68088 -0.77
C 0.54443 -0.10674 0.32204 0.33
C -0.46434 0.81457 0.73216 -0.25
C -0.06567 0.71377 2.52040 -1.38
N -0.15029 -0.06365 -1.26337 0.28
C -0.79782 -1.23639 -1.84233 -0.90
N -0.06445 1.02788 -2.16510 -0.79
H 1.76350 -1.11022 1.70553 0.28
H 1.80301 -1.72972 -0.04563 0.30
H -0.25368 1.85906 0.51241 0.24
H -1.50332 0.49452 0.72378 0.23
H 0.95665 1.01691 2.74837 0.38
H -0.75133 1.44704 2.94747 0.40
H -0.30246 -0.27130 2.92385 0.37
H -0.38280 -1.49956 -2.82429 0.26
H -1.87621 -1.07919 -1.97621 0.27
H -0.66811 -2.12273 -1.21399 0.32
H 0.04039 1.93736 -1.71966 0.23
H 0.75289 0.93189 -2.76632 0.21
```

Results
Structure (SMILES): C=C(CC)N(C)N
HOMO: -7.30 eV
LUMO level: 0.976 eV


--- R ---
Computed, not measured: the molecule C5H12N2, with wB97M-V/def2-TZVPD.

Structure (XYZ):
```
19
Properties=species:S:1:pos:R:3:mulliken_charge:R:1
C -1.18553 -0.45313 1.67541 -1.60
C -0.29374 0.23594 0.60098 0.50
C 0.36328 1.34940 0.87636 -0.05
N 0.09780 2.17299 2.03056 -0.59
C -0.26767 -0.45040 -0.69189 -0.54
C 0.95371 -0.51651 -1.57845 -0.47
N 0.57230 -1.57341 -2.60268 -0.66
H -1.67245 -1.37143 1.34746 0.38
H -2.04034 0.18146 1.87913 0.39
H -0.63085 -0.65505 2.60133 0.32
H 1.26218 1.72904 0.40212 0.34
H 0.28095 3.15040 1.85058 0.24
H -0.86118 1.98935 2.29096 0.23
H -1.05358 0.05964 -1.27831 0.16
H -0.64923 -1.48141 -0.60651 0.26
H 1.21299 0.47622 -2.00508 0.30
H 1.91772 -0.83897 -1.17953 0.33
H 1.22475 -1.50719 -3.38019 0.24
H 0.76889 -2.49694 -2.23226 0.21
```

Results
Structure (SMILES): C/C(=C\N)CCN
HOMO: -7.78 eV
LUMO level: 1.044 eV


P has the most favorable energy; the next structure is 76.5 kJ/mol above.


--- P ---
Computed, not measured: the molecule C5H12N2, with wB97M-V/def2-TZVPD.

Structure (XYZ):
```
19
Properties=species:S:1:pos:R:3:mulliken_charge:R:1
C 1.99527 -0.23265 1.30438 -0.91
C 1.50318 0.05087 0.11512 0.39
N 2.11763 -0.41237 -1.05349 -0.51
C 0.16442 0.78703 -0.07220 -1.58
C -1.11669 0.10718 -0.40374 1.04
C -1.36334 -1.03394 0.63849 -1.26
N -2.29943 0.99322 -0.49577 -0.75
H 2.81029 -1.11313 1.40498 0.20
H 1.62690 0.11917 2.20519 0.38
H 3.13219 -0.33705 -1.15013 0.26
H 1.40454 -0.07360 -1.83959 0.29
H 0.26806 1.68924 -0.67098 0.45
H -0.21716 1.43754 0.79944 0.44
H -1.09279 -0.45411 -1.42471 0.16
H -1.07898 -0.51806 1.60346 0.29
H -2.32832 -1.69286 0.58471 0.32
H -0.49420 -1.73391 0.48173 0.33
H -1.98534 1.81232 -1.09926 0.22
H -3.04623 0.60510 -0.92762 0.26
```

Results
Structure (SMILES): C=C(N)C[C@@H](C)N
HOMO: -8.29 eV
LUMO level: 0.941 eV


--- Q ---
Computed, not measured: the molecule C5H12N2, with wB97M-V/def2-TZVPD.

Structure (XYZ):
```
19
Properties=species:S:1:pos:R:3:mulliken_charge:R:1
C -0.88023 -0.11173 1.58849 -1.60
C -0.56867 0.94312 0.51951 0.58
N -1.42163 2.08226 0.34197 -0.62
C -0.27648 0.32198 -0.97418 -0.88
C 1.29826 0.34543 -1.41354 -0.59
C 1.82554 -0.92670 -1.22621 -0.11
N 1.32450 -2.07754 -0.64845 -0.52
H -0.79762 0.36282 2.60574 0.36
H -0.17254 -0.87321 1.49810 0.46
H -1.89991 -0.53379 1.73127 0.34
H 0.47958 1.25274 0.97739 0.15
H -2.21933 2.05465 0.96885 0.25
H -1.98589 1.83294 -0.38065 0.25
H -0.66873 -0.68121 -0.85673 0.28
H -0.98027 0.55041 -1.74796 0.47
H 1.88137 1.29448 -1.14132 0.31
H 2.84216 -1.10896 -1.59220 0.36
H 0.34480 -2.10518 -0.32336 0.23
H 1.87508 -2.62252 0.07328 0.26
```

Results
Structure (SMILES): C[C@H](N)C/C=C\N
HOMO: -7.99 eV
LUMO level: 0.902 eV


--- R ---
Computed, not measured: the molecule C5H12N2, with wB97M-V/def2-TZVPD.

Structure (XYZ):
```
19
Properties=species:S:1:pos:R:3:mulliken_charge:R:1
C -1.36432 -0.95164 -3.22000 -0.92
N -0.68091 -1.27672 -1.93112 -0.37
C -0.68167 -0.23429 -0.99273 -0.31
C 0.07618 -0.01167 0.17928 -0.44
C 0.13054 1.11733 1.13636 -0.29
C 0.58307 0.71126 2.51995 -0.46
N 2.09613 0.40070 2.52696 -0.59
H -1.39047 -1.78377 -3.93499 0.29
H -0.92838 -0.13126 -3.69276 0.41
H -2.30447 -0.51211 -2.96745 0.32
H 0.28814 -1.62482 -2.06256 0.28
H -1.59280 0.43477 -1.23655 0.15
H 0.55017 -0.87005 0.53891 0.35
H 0.81897 1.86182 0.68028 0.23
H -0.83680 1.63650 1.16156 0.34
H 0.02966 -0.21084 2.85344 0.28
H 0.43101 1.58071 3.17472 0.34
H 2.51397 0.14122 3.38772 0.18
H 2.26197 -0.27715 1.87899 0.20
```

Results
Structure (SMILES): CN/C=C/CCN
HOMO: -7.60 eV
LUMO level: 1.157 eV


--- S ---
Computed, not measured: the molecule C5H12N2, with wB97M-V/def2-TZVPD.

Structure (XYZ):
```
19
Properties=species:S:1:pos:R:3:mulliken_charge:R:1
N -1.92170 2.16052 -0.14522 -0.62
C -0.63095 1.69287 0.60437 -0.70
C 0.08595 0.46917 -0.06785 0.14
C -0.64857 -0.87209 -0.52734 -0.65
C 0.59170 -1.83503 -0.59818 -0.82
C 1.49912 -1.43341 0.54821 -0.46
N 1.01414 -0.09663 0.91807 -0.42
H -1.63073 2.99625 -0.69595 0.26
H -2.24230 1.51696 -0.84203 0.25
H -1.03337 1.35860 1.58558 0.33
H 0.21564 2.46109 0.71875 0.30
H 0.61626 0.92396 -0.92103 0.10
H -1.24426 -0.88681 -1.39134 0.48
H -1.44191 -1.11718 0.34757 0.25
H 0.15684 -2.77891 -0.70537 0.43
H 1.00043 -1.66983 -1.55327 0.28
H 2.49474 -1.31605 0.23578 0.29
H 1.39751 -2.20145 1.34896 0.27
H 1.72145 0.62796 1.14030 0.28
```

Results
Structure (SMILES): NC[C@@H]1CCCN1
HOMO: -8.52 eV
LUMO level: 1.060 eV


S has the most favorable energy; the next structure is 57.3 kJ/mol above.